No. 1
An isolated molecule of C7H10BFO3 at a distorted geometry, computed with ωB97M-V/def2-TZVPD.

Geometry as XYZ:
```
22
Properties=species:S:1:pos:R:3:mulliken_charge:R:1
B 0.703 -1.241 -0.267 0.2819
C 1.346 1.694 -0.125 -0.2866
C 0.088 1.917 0.061 -0.3833
C 2.337 0.626 0.032 -0.0245
C 2.345 -0.678 -0.191 0.2554
C -1.056 1.100 0.617 -0.6417
C -1.684 0.044 -0.244 0.7806
C -2.437 -1.109 0.348 -1.2388
O 0.561 -2.444 0.257 -0.4908
O -2.259 0.493 -1.456 -0.5291
O 3.404 -1.449 -0.219 -0.5148
F 3.552 1.184 0.159 -0.3159
H 1.964 2.461 -0.444 0.4136
H -0.081 2.978 -0.251 0.2555
H -0.590 0.555 1.502 0.2883
H -1.772 1.949 0.856 0.2698
H -1.938 -2.077 0.032 0.0720
H -3.414 -1.098 -0.051 0.4692
H -2.446 -0.930 1.459 0.3014
H -0.345 -2.831 0.323 0.3315
H -1.561 1.103 -1.713 0.3615
H 3.282 -2.249 -0.685 0.3450
```

Summary:
* total charge: 0
* spin multiplicity: 1
* HOMO level (alpha / beta): -0.2710 / -0.2696 hartree
* Kohn-Sham gap (alpha / beta): 7.592 / 7.428 eV

***

No. 2
A structure of composition C22H39BiOSi2 at a distorted geometry, computed with ωB97M-V/def2-TZVPD.

Geometry as XYZ:
```
65
Properties=species:S:1:pos:R:3:mulliken_charge:R:1
Bi 0.000 0.000 0.000 2.8552
C 0.695 -1.653 1.627 -0.1257
C -0.712 -1.656 1.649 -0.4596
C -1.170 -2.104 0.399 -1.1117
H -1.328 -1.315 2.460 0.5729
C -0.048 -2.388 -0.400 -0.5254
C 1.106 -2.114 0.357 -1.2265
H 2.122 -2.236 0.026 0.5351
H 1.336 -1.339 2.432 0.4275
H -2.197 -2.135 0.081 0.4880
H -0.068 -2.703 -1.429 0.4341
C 1.498 1.757 0.743 -0.5756
C 2.299 0.663 0.404 -0.5378
C 2.135 0.413 -0.980 -0.9605
H 2.902 0.086 1.083 0.5648
C 1.280 1.405 -1.498 0.2057
C 0.865 2.219 -0.438 -1.5111
H 0.150 3.020 -0.486 0.6686
H 1.345 2.154 1.730 0.6014
H 2.601 -0.373 -1.548 0.5082
H 0.934 1.457 -2.516 0.3031
O -1.134 -0.024 -1.446 0.0534
C -0.756 0.290 -4.408 0.9227
C -2.013 0.490 -3.639 -1.6491
C -0.286 -1.087 -4.687 -1.6330
C -0.134 1.445 -5.100 -1.9244
C -1.788 0.958 -2.197 -0.3045
H -2.597 -0.433 -3.596 0.1873
H -2.643 1.243 -4.123 0.2315
H -1.242 1.906 -2.198 0.0349
H -2.752 1.154 -1.714 -0.1989
H -0.785 -1.526 -5.565 0.4526
H -0.495 -1.750 -3.849 0.1117
H 0.785 -1.121 -4.894 0.2052
H -0.577 1.622 -6.092 0.6717
H 0.935 1.299 -5.266 0.1702
H -0.263 2.374 -4.542 0.2475
C -0.445 4.305 2.124 -1.0177
Si -1.730 2.958 1.873 0.0496
C -3.142 3.326 3.061 -1.2155
C -2.643 3.233 0.268 -1.1536
C -1.066 1.152 2.069 -0.3652
Si -0.233 0.938 3.882 0.5866
C -1.010 1.984 5.219 -1.3240
C -0.423 -0.745 4.722 -1.3350
C 1.592 1.343 4.060 -1.0971
H -0.946 5.292 2.054 0.4321
H 0.357 4.273 1.368 0.3471
H 0.009 4.207 3.129 0.2429
H -3.566 4.318 2.802 0.3073
H -3.933 2.558 2.942 0.2143
H -2.849 3.388 4.114 0.3804
H -1.982 3.193 -0.601 0.2560
H -3.449 2.476 0.173 0.1862
H -3.102 4.243 0.286 0.3931
H -2.048 0.644 2.141 0.4180
H -2.079 1.715 5.331 0.2575
H -0.501 1.769 6.182 0.2841
H -0.866 3.059 5.003 0.2909
H 0.123 -1.566 4.234 0.4197
H -0.015 -0.672 5.751 0.3860
H -1.499 -1.002 4.795 0.3182
H 2.201 0.696 3.399 0.2303
H 1.782 2.414 3.849 0.3350
H 1.899 1.150 5.108 0.4632
```

Summary:
* total charge: -2
* spin multiplicity: 1
* HOMO level (alpha / beta): 0.0741 / 0.0741 hartree
* Kohn-Sham gap (alpha / beta): 2.846 / 2.845 eV

***

Respective energy above the lowest of the compared OMol25 structures with the same formula, charge and spin values: 111.8, 87.9 kcal/mol.